Entry 1:
This record from OMol25 describes a 8-piece molecular cluster, H15O8 overall. The level of theory is wB97M-V/def2-TZVPD.

```
23
Properties=species:S:1:pos:R:3:forces:R:3:lowdin_charge:R:1
O -0.381988 -0.118400 0.076999 -0.20 -0.10 -0.05 -0.41
H 0.530483 -0.291323 0.330036 -0.06 0.06 -0.14 -0.05
O 1.343738 1.123821 -1.622235 0.16 0.29 -0.18 -0.08
H 0.532567 0.708064 -1.236541 0.13 -0.08 0.23 0.00
H 1.258152 2.053051 -1.391830 -0.14 0.01 -0.02 0.04
O -2.088603 0.950212 2.147165 -0.32 0.24 -0.09 -0.09
H -1.727241 1.831982 2.267782 0.11 -0.03 0.04 0.02
H -1.647378 0.624299 1.340317 0.38 -0.16 0.09 -0.03
O 0.998899 0.246854 2.845082 0.17 -0.07 -0.02 -0.07
H 1.896261 -0.069948 2.708443 0.04 0.03 -0.04 0.02
H 0.532705 0.023573 2.022886 -0.32 0.16 0.24 -0.01
O -2.997376 -1.405892 0.328623 -0.07 -0.15 -0.11 -0.08
H -3.518664 -0.626312 0.124296 0.02 0.05 0.10 0.02
H -2.072870 -1.117075 0.226464 0.12 -0.08 0.13 -0.02
O 3.891515 0.471933 -0.664331 0.10 0.13 0.05 -0.09
H 3.036077 0.782660 -1.024037 -0.15 -0.29 0.00 -0.02
H 4.537921 1.113695 -0.967085 0.02 -0.01 -0.01 0.01
O -1.801878 0.263776 -2.303110 -0.15 0.10 0.01 -0.08
H -1.452837 0.054169 -1.413507 0.27 0.01 -0.15 -0.03
H -2.633782 0.715139 -2.142166 -0.03 -0.02 0.01 0.02
O 0.475298 -2.691107 -0.839458 0.01 -0.05 -0.03 -0.09
H 0.086268 -1.826602 -0.588392 -0.11 -0.08 -0.05 -0.02
H 1.202736 -2.816565 -0.225399 0.01 0.02 0.01 0.02
```
Forces are in eV/Å.

energy above the lowest of the compared OMol25 structures with the same formula, charge and spin = 132.9 kJ/mol
spin multiplicity = 1
E_HOMO = -6.32 eV
net charge = -1
calculated total energy = -610.98501 a.u.
M = 143.11 g mol⁻¹


Entry 2:
This record from OMol25 describes H16NNaO11 as an isolated structure. The level of theory is wB97M-V/def2-TZVPD.

```
29
Properties=species:S:1:pos:R:3:forces:R:3:lowdin_charge:R:1
Na -1.531533 0.258900 3.440030 0.51 0.14 -0.74 0.78
N -0.678850 0.314381 0.407359 0.36 0.11 0.40 -0.51
O -1.261639 -0.561737 1.111755 -0.12 0.28 0.55 -0.08
O -0.555159 1.480965 0.885661 -0.33 -0.40 0.15 -0.06
O -0.221628 0.026439 -0.681420 -0.21 0.19 -0.07 0.05
O 1.477854 3.280417 0.057383 -0.37 -0.18 0.46 -0.06
H 1.306528 4.199809 0.284447 0.08 -0.06 -0.06 0.05
H 0.779576 2.759289 0.506275 0.11 0.24 -0.60 0.00
O -3.861467 -2.385060 0.536371 0.08 -0.02 0.16 -0.06
H -4.097043 -1.518301 0.879347 0.09 0.02 -0.18 0.02
H -2.896022 -2.380185 0.452889 -0.19 -0.06 0.01 0.00
O -1.775044 1.491212 -2.736240 0.12 0.12 0.18 -0.07
H -1.543844 2.338141 -3.131336 0.01 -0.09 0.03 0.03
H -1.061969 1.306771 -2.104572 -0.11 -0.06 -0.24 0.00
O 0.506713 -1.662284 -3.529163 -0.14 -0.04 -0.05 -0.06
H -0.084109 -1.860745 -2.792801 0.08 0.03 -0.07 0.02
H -0.067726 -1.658381 -4.302754 0.03 0.05 0.09 0.03
O 3.170775 0.934578 -0.256710 -0.15 0.11 0.15 -0.05
H 2.444935 1.579774 -0.206506 0.40 -0.08 -0.16 0.00
H 3.897694 1.421780 -0.656960 -0.07 -0.03 0.01 0.05
O 2.125267 -1.805618 -0.581138 0.12 0.03 0.29 -0.07
H 2.733039 -1.059695 -0.451628 -0.29 -0.05 -0.17 0.00
H 1.285329 -1.390357 -0.812349 0.23 0.00 -0.05 -0.02
O 0.724486 1.641127 3.492331 -0.44 -0.41 -0.05 -0.06
H 1.376525 1.047119 3.090976 0.01 0.19 0.09 0.07
H 0.371231 2.123956 2.730537 0.15 -0.09 -0.02 0.02
O -0.867056 -3.492259 1.119738 -0.16 0.15 0.07 -0.05
H -0.900475 -3.894448 1.993531 0.01 0.04 -0.10 0.04
H -0.796387 -2.535587 1.254945 0.17 -0.13 -0.10 -0.01
```
Forces are in eV/Å.

energy above the lowest of the compared OMol25 structures with the same formula, charge and spin = 31.4 kJ/mol
spin multiplicity = 1
E_HOMO = -9.93 eV
net charge = 0
calculated total energy = -1054.21974 a.u.
M = 229.11 g mol⁻¹


Entry 3:
This record from OMol25 describes a 9-piece molecular cluster, H16NO11 overall at a distorted geometry. The level of theory is wB97M-V/def2-TZVPD.

```
28
Properties=species:S:1:pos:R:3:forces:R:3:lowdin_charge:R:1
N 9.979070 -4.695720 20.382710 0.31 -1.16 -0.50 -0.50
O 10.443790 -3.583340 20.433530 1.21 2.55 0.51 -0.01
O 8.764150 -4.769930 20.072940 0.35 -1.34 0.37 -0.03
O 10.764570 -5.665390 20.561670 -1.47 0.26 -0.10 0.00
O 12.596940 -7.781090 22.537300 0.19 -0.33 0.18 -0.05
H 12.077300 -7.349930 21.858840 -0.31 0.17 -0.27 0.00
H 13.060250 -7.066890 22.974910 0.07 0.21 0.06 0.03
O 6.946640 -3.602110 21.737830 -0.73 0.25 0.60 -0.05
H 6.883700 -2.726060 21.357300 0.12 0.31 -0.08 0.05
H 7.614460 -4.044090 21.213530 0.82 -0.31 -0.41 -0.01
O 5.097950 -4.600380 19.885140 -0.58 -0.33 -0.73 -0.06
H 4.351550 -4.552500 20.482490 -0.07 0.00 0.17 0.02
H 5.839940 -4.287490 20.402620 0.31 0.15 0.50 -0.03
O 9.183780 -2.052230 18.306350 -0.25 0.23 -0.60 -0.06
H 9.415240 -2.759590 18.908270 0.04 -0.22 0.33 -0.02
H 9.384210 -1.250660 18.789610 0.11 0.20 0.23 0.01
O 13.227750 -3.820350 20.630370 0.91 0.22 0.14 -0.07
H 12.273910 -3.791450 20.555630 -0.65 -0.05 0.01 -0.04
H 13.480880 -4.617660 20.165120 -0.01 -0.17 -0.06 0.02
O 9.624890 -7.936810 19.704870 -0.16 -1.02 -0.14 -0.08
H 10.021720 -7.092380 19.918620 0.22 0.53 0.33 -0.05
H 9.440360 -7.884750 18.767070 -0.25 0.03 -0.22 0.01
O 10.648040 -0.545180 20.817100 -0.06 0.44 -0.18 -0.05
H 10.476160 -0.500480 21.757670 -0.06 -0.03 0.19 0.03
H 10.892120 -1.457450 20.660830 0.08 -0.45 -0.06 0.00
O 7.514200 -6.224520 18.098470 -0.14 -0.39 -0.83 -0.07
H 6.821810 -6.655170 18.599820 -0.17 0.01 0.16 0.03
H 8.039810 -5.769870 18.756700 0.19 0.21 0.41 -0.03
```
Forces are in eV/Å.

energy above the lowest of the compared OMol25 structures with the same formula, charge and spin = 29.8 kJ/mol
spin multiplicity = 1
E_HOMO = -7.48 eV
net charge = -1
calculated total energy = -891.99021 a.u.
M = 206.12 g mol⁻¹


Entry 4:
This record from OMol25 describes a 9-piece molecular cluster, H16NO11 overall at a distorted geometry. The level of theory is wB97M-V/def2-TZVPD.

```
28
Properties=species:S:1:pos:R:3:forces:R:3:lowdin_charge:R:1
N 0.902809 -0.112766 0.967427 1.38 -1.97 -0.32 -0.72
O 1.042519 -1.199706 1.550927 -0.51 -1.02 1.15 -0.10
O 1.888569 0.577504 0.808937 2.23 2.17 -0.01 -0.08
O -0.134681 0.181464 0.431107 -3.12 0.87 -0.83 -0.07
O -1.391091 4.526174 -1.314723 -0.29 0.12 -0.09 -0.06
H -0.790321 5.176554 -1.678463 0.12 0.15 -0.07 0.02
H -0.842311 3.760174 -1.146453 0.16 -0.36 0.18 0.03
O -0.568381 -3.413126 -4.267063 0.18 -0.13 -0.15 -0.06
H -0.884821 -2.909676 -3.516973 0.01 0.18 0.29 0.03
H -1.350761 -3.576326 -4.793833 -0.17 -0.03 -0.13 0.02
O 1.539299 -6.009196 2.452667 0.01 -0.32 -0.08 -0.06
H 1.574009 -5.070466 2.268767 -0.02 0.36 -0.15 0.03
H 1.620849 -6.070466 3.404417 0.00 0.00 0.20 0.02
O -4.946411 0.564824 0.878407 -0.27 0.12 0.12 -0.06
H -4.014411 0.657854 0.681027 0.39 0.00 0.04 0.03
H -5.299701 0.068494 0.140117 -0.07 -0.13 -0.15 0.02
O 5.317399 -1.766066 -0.944773 0.35 -0.16 -0.02 -0.06
H 4.772979 -1.117256 -0.498803 -0.32 0.16 0.25 0.03
H 5.141029 -1.628396 -1.875463 -0.09 0.01 -0.19 0.02
O 3.369699 5.794154 1.253687 0.09 0.28 0.13 -0.06
H 3.168259 5.936704 0.328857 -0.07 0.02 -0.20 0.02
H 3.480989 4.846654 1.331787 -0.03 -0.33 0.07 0.03
O -1.297401 -1.804806 5.300567 -0.27 -0.09 0.22 -0.06
H -0.807281 -1.588536 4.507327 0.15 0.10 -0.43 0.03
H -0.630151 -1.875156 5.983257 0.15 0.00 0.13 0.02
O -3.551791 1.686194 -4.280093 -0.04 -0.22 -0.20 -0.06
H -3.285571 1.904134 -3.386853 0.15 0.05 0.28 0.03
H -4.023321 2.461064 -4.585793 -0.10 0.18 -0.07 0.03
```
Forces are in eV/Å.

energy above the lowest of the compared OMol25 structures with the same formula, charge and spin = 218.1 kJ/mol
spin multiplicity = 1
E_HOMO = -4.67 eV
net charge = -1
calculated total energy = -891.91848 a.u.
M = 206.12 g mol⁻¹